# 1
Density functional theory data (ωB97M-V with the def2-TZVPD basis set) for an isolated molecule of C6H6N2 in a non-equilibrium geometry.

XYZ file:
```
14
C6H6N2 | the OMol25 dataset | ωB97M-V with the def2-TZVPD basis set
C 3.13425 -0.09135 -0.30612
C 1.84593 -0.03866 -0.08382
C 0.27804 -0.32053 0.36299
N -0.04237 -1.70620 0.08802
N -1.37640 -1.56864 -0.21124
C -1.88943 -0.44867 -0.37591
C -0.95624 0.57682 -0.03121
C -0.89147 2.00286 0.08094
H 4.17453 -0.15574 -0.95138
H 0.44817 -0.15933 1.40722
H 0.06100 -2.35437 1.03895
H -2.86978 -0.51771 -0.95970
H 0.11280 2.45611 0.23698
H -2.02904 2.32539 -0.29572
```

SMILES: C#C[C@@H]1NN=CC1=C
Charge: 0
Kohn-Sham gap: 8.94 eV
E_tot: -9291.9345 eV
HOMO level: -8.652 eV
Relative energy (zero: lowest compared OMol25 entry of this formula, charge and spin): 157.0 kcal per mole

***

# 2
Density functional theory data (ωB97M-V with the def2-TZVPD basis set) for the ion CHN3O3S with charge -2 in a non-equilibrium geometry.

XYZ file:
```
9
CHN3O3S | the OMol25 dataset | ωB97M-V with the def2-TZVPD basis set
N 1.37445 2.68632 0.26364
S 0.86274 1.63121 -0.56205
O 1.51136 0.21580 -0.53314
O 0.31249 1.98491 -1.95567
N -1.02536 1.01147 0.28869
N -0.79949 0.30480 1.41495
C 0.04109 0.00852 2.23643
O 0.27640 -0.35087 3.34693
H -1.24931 0.30128 -0.31292
```

SMILES: N#S([O-])([O-])NN=C=O
Charge: -2
Kohn-Sham gap: 5.71 eV
E_tot: -22496.2041 eV
HOMO level: 0.801 eV
Relative energy (zero: lowest compared OMol25 entry of this formula, charge and spin): 98.4 kcal per mole

***

# 3
Density functional theory data (ωB97M-V with the def2-TZVPD basis set) for a cluster of 2 separate species, C3H7N2O3 in total in a non-equilibrium geometry.

XYZ file:
```
15
C3H7N2O3 | the OMol25 dataset | ωB97M-V with the def2-TZVPD basis set
C -1.30910 -0.74148 0.53602
C -2.48583 -1.14986 0.15568
C 1.17571 0.98737 -1.73682
N -0.43564 -1.09291 1.42720
N 0.77681 1.34300 -0.35808
O -0.71148 -2.15498 2.22117
O 0.64050 -0.53033 1.60141
O -3.48575 -1.24373 -0.39697
H 0.54999 2.34000 -0.28497
H 1.48713 -0.05450 -1.77249
H 0.33391 1.12182 -2.41371
H 1.99982 1.61111 -2.07387
H 1.51666 1.10964 0.32052
H -0.07055 0.76664 -0.07937
H 0.01781 -2.31179 2.85427
```

Charge: +1
Kohn-Sham gap: 9.14 eV
E_tot: -12335.6375 eV
HOMO level: -14.163 eV
Relative energy (zero: lowest compared OMol25 entry of this formula, charge and spin): 90.8 kcal per mole

***

# 4
Density functional theory data (ωB97M-V with the def2-TZVPD basis set) for a structure of composition C33H37BiGeIN2O3.

XYZ file:
```
78
C33H37BiGeIN2O3 | the OMol25 dataset | ωB97M-V with the def2-TZVPD basis set
Bi 0.51211 0.36977 0.91860
C 4.70683 -0.68971 1.18369
O 5.13716 -0.13888 -0.06630
C 4.63855 1.09168 -0.37463
C 5.51428 2.16351 -0.46026
C 5.04863 3.42866 -0.78371
C 3.69354 3.62973 -0.97672
C 2.79254 2.56674 -0.88430
C 1.37507 2.92237 -0.94191
N 0.42621 2.29141 -0.35910
N -0.83681 2.86574 -0.41594
C -1.61740 2.40081 0.52911
O -1.24358 1.51747 1.42187
C -3.01967 2.88022 0.60727
C -3.51044 3.82169 -0.29904
C -4.82901 4.23780 -0.21438
C -5.66184 3.72012 0.77034
C -5.17522 2.78584 1.67332
C -3.85672 2.36452 1.59266
C 3.28085 1.27315 -0.65432
O 2.44704 0.18199 -0.72977
H 5.45059 -1.42722 1.47056
H 3.73442 -1.17450 1.08819
H 4.65563 0.08669 1.94906
H 6.56474 1.97919 -0.26793
H 5.73792 4.25903 -0.85707
H 3.31352 4.62336 -1.18174
H 1.10759 3.86442 -1.41577
H -2.85565 4.22189 -1.06004
H -5.21008 4.96890 -0.91657
H -6.69225 4.04825 0.83396
H -5.82342 2.38544 2.44236
H -3.46881 1.63696 2.29306
I -0.78616 -1.93367 2.73830
C -1.60170 -2.67335 0.95594
C -2.26371 -3.86033 1.08743
C -2.93244 -4.42818 -0.01444
C -2.94231 -3.76035 -1.19949
C -2.25821 -2.53009 -1.35128
C -2.29106 -1.88905 -2.61565
C -1.61573 -0.72978 -2.82553
C -0.84613 -0.17896 -1.77733
C -0.77667 -0.75502 -0.53292
C -1.52227 -1.95615 -0.27274
H -2.29036 -4.36660 2.04362
H -3.44825 -5.37260 0.10033
H -3.47215 -4.16184 -2.05621
H -2.86969 -2.34880 -3.40896
H -1.65238 -0.22816 -3.78528
H -0.30564 0.73383 -1.99075
C 0.13264 -4.53321 -4.34588
C 1.10347 -3.48207 -3.82222
C 1.11808 -3.42910 -2.29650
C 2.29333 -2.66327 -1.69209
Ge 2.73015 -0.86792 -2.29851
C 1.88561 0.16422 -3.71660
C 2.88247 0.41511 -4.85285
C 3.25257 -0.86462 -5.59574
C 4.32088 -0.64707 -6.66032
H 0.05320 -4.50585 -5.43331
H -0.86888 -4.37493 -3.93347
H 0.45145 -5.53736 -4.05718
H 0.81866 -2.50344 -4.21916
H 2.11312 -3.68629 -4.19743
H 1.14184 -4.45355 -1.90958
H 0.18298 -3.00148 -1.94674
H 3.22400 -3.21376 -1.86740
H 2.19676 -2.58778 -0.60286
H 4.24616 -0.73199 -2.47424
H 1.55344 1.10335 -3.26168
H 0.99678 -0.34358 -4.09248
H 3.79171 0.88359 -4.46266
H 2.45169 1.13012 -5.56010
H 2.34874 -1.28457 -6.04964
H 3.60382 -1.62085 -4.87999
H 3.98177 0.06922 -7.41306
H 4.57061 -1.57649 -7.17497
H 5.23898 -0.25277 -6.21750
```

Charge: +1
Kohn-Sham gap: 7.90 eV
E_tot: -114394.9171 eV
HOMO level: -11.069 eV
Relative energy (zero: lowest compared OMol25 entry of this formula, charge and spin): 0.0 kcal per mole

***

# 5
Density functional theory data (ωB97M-V with the def2-TZVPD basis set) for the ion C5H13NS with charge +1 in a non-equilibrium geometry.

XYZ file:
```
20
C5H13NS | the OMol25 dataset | ωB97M-V with the def2-TZVPD basis set
C 1.67409 -0.12682 -0.64515
N 0.83438 0.45064 0.42652
C -0.30179 -0.30647 0.76816
C -1.47867 -0.30958 -0.29280
S -2.18593 -2.05131 -0.32553
C -0.95940 0.13477 2.10449
C 1.83442 0.74381 -1.92279
H 2.65779 -0.25837 -0.21082
H 1.24766 -1.16058 -1.05009
H 0.69271 1.40999 0.43762
H 0.25073 -1.26844 0.86406
H -2.34067 0.37346 0.06971
H -1.16895 0.11687 -1.26617
H -3.38061 -1.72887 0.14239
H -0.24618 -0.15137 2.88866
H -1.04320 1.18916 2.22488
H -1.96430 -0.10124 2.40179
H 0.99961 1.02846 -2.49670
H 2.30708 1.66560 -1.65882
H 2.57125 0.35031 -2.45941
```

2S+1: 2
Charge: +1
Kohn-Sham gap (alpha / beta): 10.66 / 5.37 eV
E_tot: -17711.3121 eV
HOMO level (alpha / beta): -13.437 / -13.261 eV
<S²>: 0.76
Relative energy (zero: lowest compared OMol25 entry of this formula, charge and spin): 34.2 kcal per mole

***

# 6
Density functional theory data (ωB97M-V with the def2-TZVPD basis set) for a structure of composition C4H6N2OS in a non-equilibrium geometry.

XYZ file:
```
14
C4H6N2OS | the OMol25 dataset | ωB97M-V with the def2-TZVPD basis set
C -0.80913 1.30113 -0.91336
C -0.22480 -1.43286 -0.29861
C 0.41998 -1.16817 1.03557
C 0.83776 -0.47751 -0.20361
H 0.11230 2.14115 1.15282
H -0.75672 2.38682 -0.81316
H -0.07831 -2.45272 -0.75821
H -0.11123 -0.34880 1.65634
H 1.13251 -1.72704 1.66002
H 1.71604 -0.58153 -0.77433
N 0.58253 0.93395 -0.55115
N -1.88624 0.57574 -0.91723
O 1.16214 1.88001 0.44018
S -2.09683 -1.03016 -0.71527
```

Charge: 0
Kohn-Sham gap: 8.58 eV
E_tot: -20101.9765 eV
HOMO level: -8.602 eV
Relative energy (zero: lowest compared OMol25 entry of this formula, charge and spin): 169.8 kcal per mole

***

# 7
Density functional theory data (ωB97M-V with the def2-TZVPD basis set) for an isolated molecule of C2H3N5O in a non-equilibrium geometry.

XYZ file:
```
11
C2H3N5O | the OMol25 dataset | ωB97M-V with the def2-TZVPD basis set
H -2.72005 -2.30502 1.18919
N -1.62122 -2.15087 0.81995
C -1.38141 -0.91289 0.49259
N 0.07296 -0.76471 0.40739
C 0.43804 0.29471 -0.12092
N 1.82286 0.51016 -0.29351
N 2.00957 1.70982 -0.96067
N 0.84671 2.14021 -1.31956
O -0.11175 1.14793 -1.00418
H -2.00230 -0.00379 0.27799
H 2.64662 0.33446 0.51172
```

SMILES: [H]/N=C/N=c1/[nH]nno1
Charge: 0
Kohn-Sham gap: 9.72 eV
E_tot: -11615.9951 eV
HOMO level: -9.563 eV
Relative energy (zero: lowest compared OMol25 entry of this formula, charge and spin): 111.5 kcal per mole

***

# 8
Density functional theory data (ωB97M-V with the def2-TZVPD basis set) for a cluster of 3 separate species, C6H12O5 in total in a non-equilibrium geometry.

XYZ file:
```
23
C6H12O5 | the OMol25 dataset | ωB97M-V with the def2-TZVPD basis set
C 0.38170 1.56520 0.33902
C -0.86766 0.71600 0.87389
C -1.56120 0.03616 -0.13488
C -0.38875 -0.73071 -0.74890
C 1.20176 -0.34980 -0.73251
C 1.60054 0.62040 0.30982
H 0.90892 1.80644 -2.17838
H 0.65416 2.29217 1.02794
H -0.35094 -0.03570 1.48250
H -1.46184 1.59050 1.37903
H -1.97609 0.60128 -1.15905
H -3.13638 -0.97510 -0.46398
H -0.71107 -1.08007 -1.64826
H -1.33485 -1.28775 0.91917
H 1.26027 0.07065 -1.77543
H 1.18925 -2.19323 -0.34596
H 2.72245 0.88009 0.42508
H 1.77557 -1.14464 1.65010
O -0.24461 2.10997 -0.81510
O -2.48241 -0.77730 0.37695
O -0.42980 -1.99597 0.08033
O 1.98800 -1.50064 -0.58826
O 1.26299 -0.21797 1.72690
```

Charge: 0
Kohn-Sham gap: 7.56 eV
E_tot: -16641.8848 eV
HOMO level: -9.547 eV
Relative energy (zero: lowest compared OMol25 entry of this formula, charge and spin): 273.2 kcal per mole

***

# 9
Density functional theory data (ωB97M-V with the def2-TZVPD basis set) for an isolated molecule of CH3BrClN in a non-equilibrium geometry.

XYZ file:
```
7
CH3BrClN | the OMol25 dataset | ωB97M-V with the def2-TZVPD basis set
N 0.21342 0.23939 0.19255
C 0.37773 -0.87811 -0.57819
Cl 1.84207 -1.89529 -0.03189
Br 0.82031 -0.31166 -2.40240
H 1.10368 0.51070 0.54414
H -0.19140 0.99631 -0.29141
H -0.60541 -1.53274 -0.72281
```

SMILES: N[C@H](Cl)Br
Charge: 0
Kohn-Sham gap: 10.75 eV
E_tot: -85140.2427 eV
HOMO level: -10.023 eV
Relative energy (zero: lowest compared OMol25 entry of this formula, charge and spin): 10.7 kcal per mole

***

# 10
Density functional theory data (ωB97M-V with the def2-TZVPD basis set) for an isolated molecule of C19H23N3O6S in a non-equilibrium geometry.

XYZ file:
```
52
C19H23N3O6S | the OMol25 dataset | ωB97M-V with the def2-TZVPD basis set
C -7.22571 -0.93918 -0.33745
O -5.94708 -0.96117 -0.95699
C -4.89359 -1.03005 -0.11088
O -4.99158 -1.05564 1.08605
N -3.74693 -1.06038 -0.85187
C -2.42818 -1.08771 -0.41094
C -2.09491 -1.13150 0.94245
C -0.76514 -1.13728 1.31579
C 0.22782 -1.11838 0.35295
S 1.91650 -1.24741 0.92002
O 2.15391 -0.20813 1.89979
O 2.12350 -2.59380 1.36284
N 2.80918 -1.02260 -0.47744
C 3.94067 -1.92622 -0.61295
C 5.12904 -1.45511 0.22316
C 5.51889 -0.03234 -0.17348
C 4.30771 0.89200 -0.05032
C 3.15929 0.32914 -0.89776
C 1.97166 1.29713 -0.98887
O 1.55470 1.65258 -2.07595
N 1.52637 1.80235 0.17171
C 0.54095 2.86637 0.19709
C -0.85216 2.41834 0.49276
C -1.94369 2.29451 -0.31595
C -3.02188 1.93195 0.52678
C -2.50299 1.85350 1.78065
O -1.19361 2.14616 1.77092
C -0.08929 -1.09943 -0.99120
C -1.41684 -1.07018 -1.37197
H -7.42084 -1.88858 0.16474
H -7.94350 -0.77690 -1.13706
H -7.27907 -0.13419 0.39777
H -3.88441 -1.01855 -1.85288
H -2.87652 -1.15641 1.68232
H -0.48047 -1.15929 2.35567
H 3.60139 -2.90708 -0.28268
H 4.20579 -1.97355 -1.67386
H 5.96991 -2.13588 0.08321
H 4.83544 -1.47802 1.27473
H 6.32758 0.32706 0.46521
H 5.87745 -0.02801 -1.20641
H 4.55540 1.89747 -0.39515
H 3.99591 0.94430 0.99289
H 3.50764 0.22927 -1.93676
H 1.77009 1.34282 1.04469
H 0.85221 3.59156 0.95575
H 0.55335 3.33037 -0.79244
H -1.96900 2.45133 -1.37437
H -4.03932 1.76208 0.24152
H -2.94758 1.60905 2.72422
H 0.69499 -1.09975 -1.72970
H -1.67304 -1.03665 -2.42037
```

SMILES: COC(=O)Nc1ccc(S(=O)(=O)N2CCCC[C@@H]2C(=O)NCc2ccco2)cc1
Charge: 0
Kohn-Sham gap: 9.08 eV
E_tot: -47667.2247 eV
HOMO level: -8.478 eV
Relative energy (zero: lowest compared OMol25 entry of this formula, charge and spin): 2.2 kcal per mole

***

# 11
Density functional theory data (ωB97M-V with the def2-TZVPD basis set) for a structure of composition C19H20AuClNS2 in a non-equilibrium geometry.

XYZ file:
```
44
C19H20AuClNS2 | the OMol25 dataset | ωB97M-V with the def2-TZVPD basis set
Au 0.08158 -0.10815 -0.44915
C -2.80103 1.59996 -0.91323
C -2.42411 1.83206 0.50837
C -3.18090 2.68813 1.32905
C -2.84738 2.82381 2.64853
C -1.75280 2.10747 3.17257
C -1.39095 2.16884 4.53462
C -0.31925 1.44108 4.99905
C 0.41243 0.64223 4.12639
C 0.09458 0.55358 2.77443
S 1.09149 -0.48036 1.81935
C -1.01761 1.29262 2.26683
N -1.37558 1.18759 0.97618
H -3.66558 2.19643 -1.18427
H -3.03259 0.54563 -1.05994
H -1.97830 1.85295 -1.57735
H -4.01961 3.21903 0.90946
H -3.41850 3.46183 3.30609
H -1.97775 2.78676 5.19803
H -0.03913 1.47659 6.04044
H 1.25514 0.06726 4.48112
Cl 0.29604 1.11921 -4.50911
C 0.00445 2.36138 -3.34789
C -0.79137 3.43668 -3.70482
C -1.07975 4.42717 -2.77982
C -0.54855 4.35272 -1.49446
C 0.27421 3.30754 -1.15034
C 0.58253 2.27064 -2.05973
C 1.42798 1.19104 -1.64749
H -1.20327 3.49218 -4.69888
H -1.72245 5.24970 -3.05653
H -0.78982 5.11440 -0.77053
H 0.70458 3.25304 -0.16096
H 2.17671 1.46760 -0.91917
H 1.81409 0.56406 -2.44027
C -1.24071 -3.71141 -0.34907
S -1.77962 -2.02964 -0.77100
C -2.03771 -2.24514 -2.55720
H -2.12492 -4.32379 -0.19017
H -0.65701 -3.65621 0.56310
H -0.63838 -4.11449 -1.15896
H -1.29312 -2.93182 -2.95113
H -1.93784 -1.27442 -3.03044
H -3.03812 -2.63972 -2.71607
```

2S+1: 3
Charge: +1
Kohn-Sham gap (alpha / beta): 7.30 / 5.71 eV
E_tot: -59396.2939 eV
HOMO level (alpha / beta): -10.677 / -11.406 eV
<S²>: 2.06
Relative energy (zero: lowest compared OMol25 entry of this formula, charge and spin): 5.8 kcal per mole

***

# 12
Density functional theory data (ωB97M-V with the def2-TZVPD basis set) for a cluster of 2 separate species, C7H9N3S in total in a non-equilibrium geometry.

XYZ file:
```
20
C7H9N3S | the OMol25 dataset | ωB97M-V with the def2-TZVPD basis set
C -2.74908 2.81084 0.21426
C -1.35800 2.51836 0.07405
N -0.54356 1.84650 0.79925
N 0.64060 1.55669 0.29449
C 1.64572 1.06412 0.69043
S 3.13458 0.51251 0.57675
H -2.94361 3.86813 0.08610
H -3.32440 2.61842 1.15066
H -3.28454 2.34982 -0.60558
H -0.85660 2.70868 -0.83834
C 2.08042 -3.03668 0.49240
C 0.72853 -2.51222 -0.01842
C 0.62518 -1.41663 -0.74788
C -0.58687 -0.99637 -1.37597
N -1.60343 -0.71205 -1.88366
H 2.86220 -2.53006 0.00550
H 2.14442 -4.13270 0.35686
H 2.20451 -2.72865 1.57724
H -0.16533 -3.14257 0.01790
H 1.34925 -0.64615 -0.86602
```

SMILES: C/C=N/N=C=S.C/C=C/C#N
Charge: 0
Kohn-Sham gap: 9.06 eV
E_tot: -22706.8550 eV
HOMO level: -9.114 eV
Relative energy (zero: lowest compared OMol25 entry of this formula, charge and spin): 98.3 kcal per mole

***

> The lowest charge belongs to which entry?

CHN3O3S

***

> Among the records above, which one has the lowest E_tot?

C33H37BiGeIN2O3

***

> Which formula does entry 7 have?

C2H3N5O